# 1
This record from the Open Molecules 2025 dataset describes C39H57BF5N10S4Y as an isolated structure. The level of theory is wB97M-V/def2-TZVPD.

CARTESIAN COORDINATES (ANGSTROEM)
Y (-1.790857, -1.106265, 1.350041)
C (-2.601950, 2.970109, -2.184936)
C (-1.261105, 3.141659, -1.549599)
C (-0.614038, 4.337948, -1.510336)
C (0.663949, 4.447830, -0.898534)
N (1.216440, 3.417798, -0.323962)
N (0.587497, 2.232762, -0.348177)
B (1.284354, 1.102724, 0.396017)
N (1.085732, 1.065927, 1.894642)
N (2.289425, 1.479388, 1.454745)
C (3.295347, 1.778107, 2.226793)
C (3.021417, 1.707886, 3.617401)
C (1.798869, 1.327900, 4.105829)
C (1.530607, 1.233622, 5.563918)
C (0.746341, 0.970260, 3.177663)
S (-0.771952, 0.436156, 3.663945)
C (4.638737, 2.141636, 1.651903)
C (5.689089, 1.185171, 2.241153)
C (4.610268, 2.003720, 0.127003)
C (4.956227, 3.591846, 2.049291)
N (1.569059, -0.144296, -0.422785)
N (1.944683, 0.195684, -1.659192)
C (2.309241, -0.723741, -2.507488)
C (2.396144, -2.077979, -2.099772)
C (2.039331, -2.440614, -0.829834)
C (2.152845, -3.842695, -0.334446)
C (1.525379, -1.418538, 0.025314)
S (0.890154, -1.811781, 1.565704)
C (2.608239, -0.250328, -3.919208)
C (1.268869, 0.181051, -4.542695)
C (3.559634, 0.953553, -3.854685)
C (3.240078, -1.347869, -4.776215)
C (-0.606945, 2.021363, -0.945678)
S (-1.300634, 0.466737, -1.007638)
C (1.397424, 5.772593, -0.923461)
C (0.523259, 6.855716, -0.272080)
C (2.722364, 5.686124, -0.170449)
C (1.670739, 6.133468, -2.393530)
H (-2.974624, 3.914616, -2.574405)
H (-3.324295, 2.573449, -1.470435)
H (-2.534002, 2.250699, -3.002240)
H (-1.078466, 5.214442, -1.941101)
H (3.814760, 1.959455, 4.306961)
H (2.369565, 1.608413, 6.144467)
H (1.343368, 0.193386, 5.839447)
H (0.629821, 1.790738, 5.823095)
H (5.426865, 0.145421, 2.038208)
H (5.799465, 1.311562, 3.317981)
H (6.653477, 1.391703, 1.779242)
H (4.452935, 0.962253, -0.163900)
H (5.562770, 2.330751, -0.286269)
H (3.814963, 2.611729, -0.307201)
H (4.928365, 3.732343, 3.130325)
H (4.244789, 4.275887, 1.590995)
H (5.955849, 3.846985, 1.699741)
H (2.753087, -2.834540, -2.783739)
H (2.562550, -4.489921, -1.106299)
H (1.182267, -4.229628, -0.015805)
H (2.803963, -3.879438, 0.540864)
H (0.780296, 0.935917, -3.924915)
H (0.593621, -0.670351, -4.648028)
H (1.452916, 0.598446, -5.532558)
H (3.113696, 1.768853, -3.286386)
H (3.778970, 1.305048, -4.862251)
H (4.502580, 0.670121, -3.383077)
H (2.561607, -2.188622, -4.928251)
H (4.171507, -1.710335, -4.337570)
H (3.475350, -0.936525, -5.756634)
H (0.277313, 6.592105, 0.757994)
H (-0.403211, 7.026003, -0.820952)
H (1.075833, 7.794468, -0.260131)
H (2.545280, 5.449124, 0.879002)
H (3.234040, 6.646160, -0.224220)
H (3.370622, 4.926030, -0.606449)
H (0.747815, 6.301556, -2.949901)
H (2.239306, 5.344975, -2.889471)
H (2.255185, 7.051879, -2.438910)
N (-2.469967, -2.659015, 3.102261)
C (-3.773952, -3.321037, 2.834406)
C (-4.786720, -2.324951, 2.290933)
N (-4.281710, -1.614946, 1.090876)
C (-4.458644, -2.475711, -0.110615)
C (-3.374439, -2.249265, -1.149754)
N (-2.057677, -2.564679, -0.538377)
C (-5.025151, -0.350145, 0.902177)
C (-4.555271, 0.741982, 1.850830)
N (-3.138234, 1.066341, 1.569961)
H (-1.773069, -3.398136, 3.216556)
H (-2.520615, -2.176408, 3.997292)
H (-4.183784, -3.772377, 3.739372)
H (-3.585650, -4.123364, 2.116652)
H (-5.015009, -1.589715, 3.065634)
H (-5.718274, -2.849720, 2.057456)
H (-5.444269, -2.316123, -0.557380)
H (-4.401357, -3.520159, 0.196817)
H (-3.370106, -1.214204, -1.502155)
H (-3.581277, -2.897622, -2.001560)
H (-1.357002, -2.517728, -1.273935)
H (-2.090784, -3.580005, -0.244154)
H (-6.099574, -0.511970, 1.040212)
H (-4.865129, -0.013842, -0.125695)
H (-4.626029, 0.411705, 2.887777)
H (-5.203381, 1.613495, 1.738339)
H (-2.788002, 1.662780, 2.313482)
H (-3.097060, 1.613964, 0.716600)
F (-5.624166, -9.438522, -1.346577)
C (-4.778829, -8.524510, -0.878599)
C (-3.989309, -8.799186, 0.227612)
F (-4.064640, -9.990334, 0.816031)
C (-3.138442, -7.831018, 0.731390)
F (-2.417911, -8.117260, 1.814707)
C (-3.036050, -6.562413, 0.154687)
S (-1.962442, -5.360262, 0.801858)
C (-3.839318, -6.326881, -0.960335)
F (-3.802936, -5.110142, -1.551721)
C (-4.694041, -7.279489, -1.478683)
F (-5.454230, -6.988918, -2.538268)

Atomic forces in eV per Å
-0.202 0.403 -0.115
0.058 0.014 -0.095
0.099 0.099 0.002
-0.015 -0.232 0.059
-0.180 0.022 -0.067
0.440 0.061 0.222
-0.653 0.039 -0.343
-0.415 -0.191 -0.775
0.199 0.315 0.603
0.279 0.169 0.377
0.129 -0.019 -0.082
-0.316 -0.082 0.122
0.303 0.137 -0.124
-0.015 0.024 0.106
-0.035 -0.008 -0.230
-0.118 -0.206 -0.024
0.084 0.033 -0.173
-0.136 -0.005 0.006
-0.088 -0.029 0.141
-0.066 -0.079 -0.005
0.240 -0.709 0.071
0.030 0.509 -0.081
0.090 -0.283 -0.018
-0.072 0.073 0.254
0.005 0.081 -0.148
-0.061 -0.052 -0.003
0.088 0.139 -0.144
-0.122 -0.272 0.139
-0.028 0.206 -0.106
0.111 -0.045 0.019
-0.048 -0.102 0.059
-0.042 0.056 0.118
0.281 0.150 0.216
-0.093 -0.282 0.012
0.164 0.120 0.017
0.031 -0.097 -0.036
-0.130 -0.052 -0.051
-0.021 -0.034 0.058
0.028 0.016 0.010
-0.023 -0.019 -0.026
-0.068 -0.015 0.003
0.027 0.013 -0.029
0.008 -0.017 0.018
0.006 0.001 -0.006
-0.017 0.001 -0.015
0.003 0.007 0.013
0.047 -0.018 0.002
0.028 -0.004 0.010
0.012 0.010 0.007
0.020 0.002 -0.056
0.013 -0.002 -0.002
0.033 0.021 -0.058
0.047 0.011 0.010
0.014 0.046 0.015
0.014 0.004 0.009
0.007 0.031 -0.045
-0.012 -0.007 -0.005
-0.016 -0.031 -0.027
-0.015 -0.002 0.008
0.005 0.035 -0.022
-0.020 0.009 -0.013
-0.052 -0.001 -0.023
0.031 0.039 -0.002
-0.018 0.005 -0.013
0.026 0.043 0.005
0.027 -0.031 -0.007
0.013 -0.041 -0.030
-0.002 -0.017 -0.019
-0.011 0.029 0.012
-0.017 0.017 0.014
-0.028 0.029 0.003
0.061 -0.022 0.022
-0.009 0.015 -0.002
0.043 -0.005 0.046
0.002 -0.015 -0.032
0.009 0.010 -0.025
-0.012 0.019 0.000
-0.037 -0.034 0.040
-0.496 0.026 -0.129
0.212 -0.048 0.275
0.113 0.075 -0.030
0.134 -0.234 -0.182
-0.158 0.038 0.102
-0.267 0.348 -0.310
0.042 0.176 0.153
-0.110 -0.112 -0.157
-0.340 -0.206 0.217
-0.004 -0.012 -0.025
0.101 -0.081 0.079
0.069 -0.019 0.017
0.104 0.033 0.064
-0.041 0.046 -0.055
-0.023 0.050 0.006
-0.032 0.014 0.086
0.006 0.034 0.035
-0.060 -0.008 -0.041
0.040 0.079 0.000
0.119 -0.015 0.080
0.149 -0.100 0.138
0.004 -0.050 -0.088
-0.045 -0.020 -0.009
-0.030 0.059 0.005
0.008 -0.005 0.060
0.136 -0.009 -0.030
0.124 -0.080 -0.092
0.037 -0.009 -0.029
0.027 0.021 0.020
0.021 0.013 0.052
-0.035 -0.003 -0.034
-0.133 0.226 -0.197
0.019 -0.111 0.017
-0.222 -0.121 -0.132
0.572 0.286 0.194
0.152 -0.251 0.344
-0.062 -0.075 -0.138
-0.064 0.090 -0.039
-0.006 -0.044 0.003

## Properties
Net charge: +2
Electronic energy in Eh: -4222.85983

# 2
This record from the Open Molecules 2025 dataset describes a 11-piece molecular cluster, C17H56N4O11 overall in a non-equilibrium geometry. The level of theory is wB97M-V/def2-TZVPD.

CARTESIAN COORDINATES (ANGSTROEM)
C (-19.547000, -1.711000, 8.145000)
C (-19.297000, -1.447000, 6.641000)
O (-20.361000, -0.827000, 6.067000)
H (-20.536000, -2.259000, 8.281000)
H (-19.698000, -0.755000, 8.758000)
H (-18.749000, -2.299000, 8.603000)
H (-19.108000, -2.309000, 6.059000)
H (-18.424000, -0.811000, 6.475000)
H (-20.189000, 0.140000, 5.946000)
C (-20.949000, -1.852000, 1.600000)
C (-20.858000, -3.082000, 0.707000)
O (-22.038000, -3.212000, -0.101000)
H (-20.079000, -1.798000, 2.197000)
H (-21.747000, -1.979000, 2.246000)
H (-21.138000, -0.972000, 0.991000)
H (-20.801000, -3.995000, 1.284000)
H (-19.947000, -3.070000, 0.119000)
H (-21.933000, -4.109000, -0.438000)
C (-18.586000, -5.710000, 6.810000)
C (-17.621000, -5.378000, 7.947000)
O (-18.044000, -6.175000, 9.010000)
H (-19.635000, -5.493000, 6.994000)
H (-18.519000, -6.711000, 6.396000)
H (-18.318000, -5.062000, 6.045000)
H (-17.595000, -4.315000, 8.225000)
H (-16.581000, -5.696000, 7.665000)
H (-17.438000, -6.195000, 9.736000)
C (-17.921000, -8.157000, 2.297000)
C (-17.763000, -7.685000, 3.698000)
O (-18.517000, -6.470000, 3.937000)
H (-17.368000, -9.030000, 2.080000)
H (-17.429000, -7.471000, 1.581000)
H (-18.953000, -8.234000, 1.988000)
H (-16.715000, -7.456000, 3.906000)
H (-18.068000, -8.453000, 4.412000)
H (-19.442000, -6.682000, 3.855000)
C (-24.548000, -6.137000, 3.224000)
C (-24.418000, -4.842000, 2.347000)
O (-23.251000, -5.027000, 1.605000)
H (-23.735000, -6.407000, 3.853000)
H (-24.904000, -6.992000, 2.723000)
H (-25.371000, -5.870000, 3.925000)
H (-24.317000, -3.974000, 2.963000)
H (-25.265000, -4.641000, 1.783000)
H (-22.926000, -4.179000, 1.271000)
C (-17.610000, -4.282000, 1.548000)
C (-17.423000, -4.363000, 0.088000)
O (-17.312000, -5.728000, -0.435000)
H (-18.509000, -4.819000, 1.839000)
H (-17.602000, -3.279000, 1.983000)
H (-16.905000, -4.926000, 2.083000)
H (-16.463000, -3.900000, -0.191000)
H (-18.194000, -3.794000, -0.475000)
H (-16.384000, -5.947000, -0.378000)
C (-23.746000, -2.022000, 5.852000)
O (-24.978000, -2.580000, 6.190000)
N (-22.840000, -1.706000, 6.738000)
N (-23.408000, -1.693000, 4.648000)
H (-23.022000, -1.689000, 7.760000)
H (-21.905000, -1.425000, 6.414000)
H (-23.991000, -1.852000, 3.834000)
H (-22.702000, -0.959000, 4.436000)
C (-21.394000, -7.734000, 3.061000)
O (-21.032000, -9.044000, 3.186000)
N (-21.198000, -6.926000, 4.006000)
N (-21.771000, -7.237000, 1.963000)
H (-20.946000, -7.276000, 4.904000)
H (-21.344000, -5.885000, 3.897000)
H (-22.029000, -7.860000, 1.151000)
H (-22.128000, -6.321000, 2.035000)
C (-20.534000, -3.668000, 4.154000)
O (-21.904000, -3.977000, 4.056000)
H (-20.259000, -3.995000, 5.137000)
H (-20.420000, -2.558000, 4.083000)
H (-20.032000, -4.255000, 3.333000)
H (-22.467000, -3.245000, 4.327000)
C (-16.504000, -0.837000, 2.166000)
O (-17.769000, -0.803000, 2.799000)
H (-16.220000, 0.189000, 1.983000)
H (-16.492000, -1.403000, 1.274000)
H (-15.696000, -1.220000, 2.878000)
H (-17.850000, -1.509000, 3.453000)
C (-22.932000, -5.040000, 7.533000)
O (-21.882000, -4.120000, 7.384000)
H (-23.322000, -5.311000, 6.572000)
H (-23.742000, -4.586000, 8.058000)
H (-22.769000, -5.983000, 8.053000)
H (-22.214000, -3.363000, 6.935000)

Atomic forces in eV per Å
-1.436 0.467 0.431
2.059 0.308 2.114
-2.026 2.941 -1.723
1.402 0.297 -0.267
0.527 -1.043 -1.068
-0.133 0.044 -0.074
0.195 -1.440 -0.117
0.297 -0.089 0.376
-0.312 -1.343 0.240
0.271 -0.617 -2.144
-0.035 0.268 0.387
0.539 -0.009 0.076
1.088 0.516 0.274
-1.852 -0.220 1.344
0.320 0.190 0.034
0.212 -0.194 0.605
-0.019 0.283 -0.426
-0.473 0.057 -0.513
0.107 0.211 0.809
0.348 -1.178 -0.568
-0.965 -0.579 0.712
-0.082 0.049 0.667
0.345 -0.131 0.398
0.480 1.096 -1.902
-0.168 -0.052 -0.235
-0.680 0.485 -0.063
0.652 0.165 0.501
0.488 1.434 -1.392
-0.272 0.605 0.589
1.645 -0.196 -0.240
0.221 -1.565 0.192
-0.422 0.287 0.420
-0.279 -0.389 0.088
-0.072 0.149 0.072
-0.124 -0.052 0.036
-0.421 -0.282 -0.150
-2.387 2.709 0.741
1.734 -2.276 2.200
0.475 0.553 -1.142
1.017 0.213 0.174
-0.192 -0.941 -1.078
0.348 -0.351 -0.146
0.225 0.521 0.907
-1.715 -0.151 -1.506
-0.191 0.026 -0.188
-0.422 -1.274 1.439
1.283 0.104 -1.934
-0.929 1.134 0.526
-0.544 0.314 -0.038
-0.050 -0.112 -0.316
0.503 0.397 -0.125
-0.263 0.307 0.087
0.328 -0.758 0.218
0.230 -0.202 0.012
-8.714 -2.792 4.043
6.424 2.608 -2.005
1.483 0.778 2.808
1.364 1.683 -5.242
-0.131 -0.227 -1.449
-0.413 0.259 0.440
-0.395 -0.180 0.680
-0.701 -0.941 0.723
2.880 -10.979 -0.315
-1.752 5.007 -0.261
0.299 5.504 4.487
-1.506 -0.481 -5.435
-0.028 -0.220 0.454
-0.267 -1.760 0.452
0.547 1.188 1.699
-0.857 1.144 -0.860
-0.326 0.492 -0.509
-0.714 -0.762 -0.687
0.958 -0.222 0.471
0.466 -0.933 -0.127
-0.003 0.945 1.003
0.170 0.050 0.048
1.391 0.264 2.452
-0.474 -0.171 0.249
-0.023 0.277 -0.368
-0.079 -0.663 -1.030
-0.989 0.221 -0.944
0.200 0.100 -0.280
-0.951 -0.166 -0.305
1.732 -1.743 1.079
-0.290 -0.250 -0.775
-0.805 0.459 0.474
1.167 0.259 0.145
-0.539 0.566 -0.428

## Properties
Energy relative to the best compared isomer or geometry (same formula, charge and spin) in kcal/mol: 91.40
SMILES: NC(N)=O.NC(N)=O.CCO.CCO.CCO.CCO.CCO.CCO.CO.CO.CO
Electronic energy in Eh: -1727.78471

- electronic energy of number 2 (C17H56N4O11)?
  -1727.78471 Eh